Entry from the Open Molecules 2025 dataset: a molecular structure, C21H44O3 at a distorted geometry (ωB97M-V/def2-TZVPD).

Max |F|   19.88 eV Å⁻¹
E_LUMO   0.02217 Ha
Kohn-Sham gap   8.88 eV
Electronic energy   -1051.48070 hartree

The geometry in ORCA input format:
```
! RIJCOSX wB97M-V def2-TZVPD def2/J DEFGRID3
* xyz 0 1
C 7.556 -3.136 -1.926
C 6.157 -2.640 -1.331
C 5.714 -3.625 -0.135
C 4.630 -3.118 0.571
C 3.385 -3.162 -0.412
H 3.530 -2.542 -1.062
H 3.435 -4.180 -0.491
C 2.120 -2.935 0.551
H 2.285 -1.931 0.950
C 0.846 -2.882 -0.173
C -0.400 -2.720 0.812
C -1.634 -2.650 -0.180
C -2.830 -1.972 0.492
C -2.860 -0.657 1.213
C -4.187 -0.175 1.555
C -3.973 1.285 2.379
C -3.411 2.450 1.309
C -3.652 3.774 1.834
C -3.124 4.722 0.963
C -3.409 4.828 -0.376
H -4.102 5.647 -0.694
H -3.936 3.868 -0.579
C -2.371 4.889 -1.446
O -1.743 3.689 -1.806
C -0.875 3.012 -1.404
C -0.428 1.887 -1.871
O -1.380 1.133 -1.907
H -2.349 1.412 -2.050
H 0.081 2.008 -2.855
C 0.806 1.259 -1.047
O 0.337 0.865 0.249
H -0.412 0.403 0.085
H 1.011 0.241 -1.552
H 1.739 1.904 -1.157
H 0.205 3.936 -1.406
H -1.046 2.969 -0.077
H -1.608 5.548 -1.332
H -2.666 5.482 -2.216
H -3.064 5.701 1.459
H -1.846 4.366 1.125
H -3.396 3.990 2.945
H -4.649 3.895 1.975
H -2.298 2.111 1.276
H -3.785 2.220 0.295
H -3.471 1.097 3.167
H -5.195 1.711 2.535
H -4.880 0.008 0.851
H -4.531 -0.639 2.407
H -2.161 -0.587 1.872
H -2.444 -0.117 0.344
H -3.035 -2.770 1.526
H -3.808 -2.244 0.027
H -2.021 -3.427 -0.616
H -1.470 -1.637 -0.897
H -0.496 -3.119 1.585
H -0.163 -1.552 1.400
H 0.947 -2.253 -1.093
H 0.799 -3.982 -0.494
H 2.026 -3.575 1.580
H 4.820 -1.936 1.186
H 4.516 -3.716 1.400
H 6.739 -3.635 0.599
H 5.646 -4.656 -0.592
H 6.568 -1.752 -0.905
H 5.524 -2.630 -2.096
H 8.408 -3.097 -1.295
H 7.524 -4.114 -2.387
H 7.759 -2.550 -2.660
*
```


Entry from the Open Molecules 2025 dataset: 4 unconnected molecules or ions with the total composition C21H45N4O4P2 (ωB97M-V/def2-TZVPD).

Max |F|   0.55 eV Å⁻¹
E_LUMO   -0.09085 Ha
Kohn-Sham gap   10.33 eV
Electronic energy   -2029.73078 hartree

The geometry in ORCA input format:
```
! RIJCOSX wB97M-V def2-TZVPD def2/J DEFGRID3
* xyz 1 1
C 3.744 0.795 2.240
C 2.948 -0.131 1.310
C 1.749 -0.789 1.971
C 0.547 0.118 2.287
O 0.750 1.495 1.790
P -0.420 2.504 1.539
C -0.761 2.390 -0.213
N -1.052 1.025 -0.594
C 0.110 4.188 1.882
C 1.386 4.359 2.735
C 2.584 4.935 1.953
C -1.810 2.168 2.635
P -3.461 2.507 1.980
O -3.608 3.928 1.726
O -3.571 1.569 0.716
O -4.363 1.876 3.122
H 4.808 0.576 2.208
H 3.605 1.838 1.983
H 3.429 0.680 3.279
H 3.597 -0.925 0.963
H 2.643 0.414 0.416
H 1.394 -1.591 1.325
H 2.072 -1.260 2.899
H 0.360 0.194 3.354
H -0.347 -0.275 1.805
H -1.581 3.067 -0.460
H 0.157 2.803 -0.659
H -1.071 0.900 -1.596
H -0.417 0.338 -0.216
H -0.746 4.663 2.360
H 0.233 4.668 0.912
H 1.141 5.041 3.544
H 1.676 3.422 3.205
H 2.355 5.067 0.897
H 3.449 4.283 2.012
H 2.882 5.898 2.356
H -1.709 2.889 3.448
H -1.775 1.175 3.077
H -4.284 0.921 0.676
H -5.055 1.265 2.843
C -0.075 -5.208 0.721
C -1.548 -4.830 0.669
C -1.954 -4.191 -0.664
C -1.294 -2.906 -0.898
N -0.802 -1.881 -1.061
H 0.573 -4.335 0.633
H 0.163 -5.701 1.663
H 0.183 -5.893 -0.087
H -1.792 -4.145 1.484
H -2.168 -5.716 0.808
H -3.031 -4.017 -0.697
H -1.711 -4.853 -1.497
C -6.036 0.406 -4.061
C -5.141 0.867 -2.918
C -4.177 -0.229 -2.445
C -4.869 -1.367 -1.842
N -5.413 -2.228 -1.312
H -6.679 -0.418 -3.751
H -6.676 1.219 -4.401
H -5.441 0.070 -4.912
H -5.754 1.199 -2.077
H -4.544 1.724 -3.232
H -3.486 0.157 -1.690
H -3.567 -0.586 -3.277
C 6.247 -2.980 -3.426
C 5.162 -1.914 -3.489
C 4.857 -1.300 -2.116
C 4.306 -2.285 -1.187
N 3.879 -3.074 -0.471
H 5.938 -3.823 -2.806
H 6.468 -3.363 -4.421
H 7.172 -2.576 -3.010
H 4.245 -2.335 -3.904
H 5.470 -1.105 -4.153
H 4.139 -0.483 -2.208
H 5.766 -0.884 -1.676
*
```


Entry from the Open Molecules 2025 dataset: 2 unconnected molecules or ions with the total composition C21H45NO5P2S2 at a distorted geometry (ωB97M-V/def2-TZVPD).

Max |F|   2.42 eV Å⁻¹
E_LUMO   -0.00197 Ha
Kohn-Sham gap   6.67 eV
Electronic energy   -2737.16102 hartree

The geometry in ORCA input format:
```
! RIJCOSX wB97M-V def2-TZVPD def2/J DEFGRID3
* xyz 0 1
O -0.014 -0.808 3.523
C -1.036 -1.508 3.358
O -1.582 -1.821 2.298
C -1.660 -1.966 4.730
C -0.546 -2.818 5.413
C -0.550 -2.725 6.928
C 0.184 -3.792 7.634
O -1.300 -3.673 7.606
N -1.987 -0.730 5.437
S -3.321 -0.667 6.486
P -3.114 -3.052 4.357
O -3.552 -3.792 5.724
O -2.502 -4.252 3.452
S -4.604 -2.263 3.437
H -0.733 -3.882 5.280
H 0.438 -2.506 5.081
H -0.489 -1.736 7.373
H 0.305 -4.759 7.172
H 0.497 -3.618 8.652
H -1.166 -0.327 5.860
H -3.081 -1.653 7.380
H -3.088 -4.625 5.859
H -2.130 -4.948 4.007
C 0.063 1.808 -6.519
C -0.697 0.946 -5.514
C -1.308 1.757 -4.370
C -0.313 2.253 -3.311
P 0.207 1.085 -2.042
C -1.274 0.334 -1.357
C -2.449 1.206 -0.895
C -2.250 1.942 0.430
C -1.663 1.031 1.495
C 0.977 1.988 -0.692
C 2.236 2.847 -0.896
C 3.582 2.120 -0.972
C 3.766 1.002 0.049
C 1.111 -0.373 -2.605
C 2.543 -0.366 -3.160
C 2.863 0.628 -4.288
C 2.930 -0.033 -5.664
H 0.870 2.374 -6.049
H 0.505 1.190 -7.300
H -0.609 2.520 -6.999
H -0.041 0.162 -5.129
H -1.505 0.433 -6.040
H -2.086 1.163 -3.886
H -1.813 2.627 -4.793
H -0.798 3.060 -2.750
H 0.550 2.728 -3.782
H -0.954 -0.332 -0.549
H -1.647 -0.336 -2.141
H -3.297 0.527 -0.784
H -2.741 1.925 -1.669
H -3.221 2.328 0.750
H -1.625 2.835 0.309
H -2.314 0.179 1.684
H -1.531 1.562 2.437
H -0.686 0.640 1.219
H 1.087 1.313 0.159
H 0.196 2.691 -0.391
H 2.278 3.532 -0.048
H 2.116 3.476 -1.783
H 4.372 2.860 -0.828
H 3.736 1.736 -1.982
H 3.739 1.387 1.069
H 4.728 0.512 -0.099
H 3.000 0.229 -0.036
H 0.454 -0.882 -3.317
H 1.113 -1.030 -1.728
H 2.754 -1.380 -3.505
H 3.233 -0.214 -2.330
H 3.837 1.083 -4.094
H 2.146 1.451 -4.306
H 3.766 -0.731 -5.710
H 3.079 0.712 -6.445
H 2.016 -0.585 -5.893
*
```